A structure of composition C13H16BFIrN2O5, computed with the ωB97M-V functional and the def2-TZVPD basis.

Each line ends with the Löwdin charge.
Atoms and positions in Å:
C -3.21181 1.64298 -2.39663  -0.03
C -0.50047 2.11837 -2.20492  -0.13
O 2.05807 0.48656 -1.39269  -0.14
C 3.12921 -0.28837 -0.80690  -0.17
H 3.11611 0.72784 1.05246  0.13
H 1.57480 -0.12810 -1.98111  0.09
O 1.38129 -3.58403 -0.98751  0.05
H -0.81570 3.60841 -3.74542  0.11
H 2.24992 -2.81359 1.23924  0.13
H -3.17938 -1.14527 3.54471  0.00
C 2.99733 -0.29923 0.70174  -0.15
H -3.00261 -2.85536 2.50272  -0.01
B -3.24972 -1.66745 2.45309  -0.41
H 0.69314 -0.83014 3.03602  0.13
H -2.92340 0.18198 -0.88438  0.08
C -2.12999 -1.00522 1.55556  -0.14
H 2.29218 -0.09471 3.08859  0.12
N 1.67545 -0.74947 1.16097  -0.29
C -1.25897 2.84889 -3.11383  -0.04
C -1.05462 1.13528 -1.37302  -0.29
H 0.55827 2.34495 -2.13753  0.08
O 0.35069 1.67533 1.27129  -0.16
C 1.41007 -2.18080 0.93861  -0.08
C 1.37933 -0.18217 2.49403  -0.09
C 1.06242 -2.50299 -0.53783  -0.62
H 0.53511 -2.45234 1.53002  0.13
C 0.77491 1.25043 2.42387  -0.63
H 3.79311 -0.90909 1.14684  0.14
H -4.27709 1.46924 -2.48007  0.11
C -2.43156 0.92484 -1.49749  -0.10
F -3.36857 3.29967 -4.07599  0.02
H 4.07118 0.19054 -1.07674  0.13
Ir 0.20819 0.16387 -0.09989  1.37
O 0.42831 -1.57521 -1.20841  -0.18
O 0.76412 1.88411 3.45990  0.05
H 3.12459 -1.29294 -1.22992  0.12
H -4.31494 -1.45210 1.91469  -0.01
N -1.29982 -0.53723 0.90746  -0.01
C -2.60917 2.59252 -3.19151  -0.30

E_HOMO: -0.1994 Eh
HOMO-LUMO gap: 0.286 Eh
energy relative to the best compared isomer or geometry (same formula, charge and spin): 0.0 kJ/mol
multiplicity: 1
lowest unoccupied orbital energy: 2.37 eV
total charge: -1